DFT (wB97M-V/def2-TZVPD) results for a structure of composition C26H70N2O12V in a non-equilibrium geometry.

The geometry in XYZ format:
```
111
Properties=species:S:1:pos:R:3:forces:R:3:mulliken_spin:R:1
V 2.095 -2.442 2.631 -2.13 3.09 -1.58 3.1432
O 2.452 -0.381 2.160 -0.23 -2.69 0.01 -0.0391
C 1.259 0.075 1.527 -0.76 0.76 0.61 -0.0042
C 0.301 -1.008 0.936 1.19 1.06 0.06 0.0529
O 0.133 -2.157 1.719 2.36 -0.61 1.24 -0.0971
H 1.445 0.831 0.751 0.47 -0.43 -0.34 0.0068
H 0.748 0.713 2.265 -0.46 -0.44 0.12 -0.0398
H 0.767 -1.244 -0.033 -0.33 -0.25 -0.19 -0.0633
H -0.656 -0.501 0.774 -0.08 -0.09 -0.18 0.0281
C 6.375 2.503 -3.182 -0.03 0.21 -0.63 0.0000
C 4.865 2.249 -3.089 0.23 -0.34 0.57 0.0000
C 4.162 3.084 -4.149 0.02 0.16 -1.10 0.0000
C 2.728 2.669 -4.459 0.36 0.15 0.35 0.0000
C 2.703 1.169 -4.787 -0.59 1.19 0.64 0.0000
C 3.387 0.278 -3.737 0.01 -0.93 -0.29 0.0002
N 4.700 0.805 -3.361 -0.05 1.16 -1.18 0.0000
O 5.378 0.034 -2.403 -0.92 -0.12 0.11 0.0000
C 2.451 0.068 -2.534 -0.23 0.77 1.15 -0.0008
C 3.682 -1.074 -4.399 0.05 -0.40 -0.10 0.0000
C 4.355 2.720 -1.712 -0.20 -0.28 0.16 0.0006
H 6.551 3.581 -3.178 0.19 -0.05 0.38 0.0000
H 6.750 2.146 -4.145 -0.20 -0.06 -0.06 0.0000
H 6.955 1.964 -2.438 -0.14 0.26 0.33 0.0000
H 4.243 4.139 -3.876 -0.13 -0.03 0.19 0.0000
H 4.696 3.020 -5.106 0.24 -0.21 0.14 0.0000
H 2.350 3.217 -5.324 0.13 0.04 -0.04 0.0000
H 2.058 2.969 -3.646 -0.01 -0.41 0.15 0.0000
H 3.117 1.066 -5.789 0.22 -0.36 0.09 0.0000
H 1.636 0.937 -4.818 0.14 -0.60 -0.23 0.0000
H 2.766 -0.702 -1.823 0.07 -0.37 -0.42 -0.0009
H 2.412 0.952 -1.886 0.12 0.18 -0.32 0.0010
H 1.398 -0.092 -2.773 0.16 -0.38 -0.37 0.0000
H 4.297 -1.686 -3.739 -0.20 -0.07 0.09 0.0000
H 2.774 -1.622 -4.660 -0.01 0.11 0.10 -0.0001
H 4.264 -0.968 -5.316 -0.03 0.33 0.02 0.0000
H 4.587 2.009 -0.915 0.35 0.15 -0.01 -0.0004
H 3.270 2.840 -1.667 0.01 0.13 -0.25 -0.0001
H 4.799 3.691 -1.493 0.03 -0.05 0.19 0.0000
H 4.754 -0.044 -1.659 0.61 -0.02 0.18 -0.0001
C -3.300 1.439 1.813 -0.56 -0.30 -0.19 -0.0001
C -3.162 2.525 2.869 -0.30 1.24 0.37 -0.0001
C -3.452 3.929 2.255 -0.72 -0.58 -0.93 0.0000
C -4.938 4.308 2.161 0.92 -0.30 0.29 0.0000
C -5.634 4.042 3.490 -0.59 -0.06 -1.01 0.0000
C -5.471 2.585 3.965 -1.15 0.52 1.31 0.0000
N -4.050 2.317 4.019 0.63 0.99 0.09 0.0000
O -3.717 1.145 4.722 -0.22 -0.45 -0.26 -0.0001
C -5.986 2.614 5.423 0.63 0.17 0.13 0.0000
C -6.417 1.601 3.233 1.46 -0.42 -0.50 0.0000
C -1.728 2.660 3.383 0.32 -1.18 -0.45 0.0003
H -4.192 1.574 1.192 0.15 0.42 -0.10 0.0000
H -3.503 0.471 2.276 0.69 -0.10 0.09 -0.0002
H -2.431 1.442 1.153 0.01 -0.29 0.02 0.0003
H -2.921 4.758 2.722 0.15 -0.29 0.41 0.0000
H -3.077 3.853 1.228 0.21 0.22 0.06 0.0000
H -5.428 3.723 1.378 -0.03 -0.01 0.01 0.0000
H -4.954 5.353 1.849 -0.40 0.02 0.11 0.0000
H -6.692 4.235 3.283 -0.09 -0.12 0.45 0.0000
H -5.340 4.708 4.300 0.33 0.10 -0.16 0.0000
H -5.376 3.288 6.033 0.03 0.09 -0.15 0.0000
H -7.002 3.007 5.436 -0.13 -0.32 0.08 0.0000
H -5.890 1.637 5.894 -0.41 -0.08 -0.11 0.0000
H -6.497 0.675 3.804 -0.23 0.11 0.16 0.0000
H -7.393 2.037 3.041 -0.05 -0.01 0.05 0.0000
H -5.942 1.279 2.302 -0.39 0.20 -0.22 0.0000
H -1.356 1.694 3.743 -0.09 0.13 0.32 0.0002
H -1.650 3.436 4.140 -0.01 -0.03 0.10 -0.0002
H -1.074 2.894 2.538 -0.06 0.29 0.02 -0.0007
H -3.251 1.459 5.504 -0.04 0.00 -0.02 0.0000
O 5.067 -0.180 0.383 -0.26 -0.10 0.58 -0.0001
H 5.845 -0.356 0.924 0.05 -0.03 -0.23 -0.0007
H 4.323 -0.184 1.011 -0.14 -0.02 -0.13 0.0001
O 1.388 0.605 4.922 0.02 -0.02 -0.16 0.0011
H 1.159 1.534 5.037 0.01 -0.08 0.04 -0.0002
H 1.653 0.529 3.995 0.12 -0.03 0.10 -0.0001
O -2.383 -1.960 3.333 -0.11 0.01 -0.14 -0.0012
H -1.646 -1.678 2.774 0.03 -0.14 0.14 0.0003
H -2.273 -2.920 3.403 -0.09 0.30 0.19 0.0000
O -0.375 -4.440 0.143 -0.01 0.35 -0.22 -0.0001
H -1.333 -4.396 -0.052 0.10 -0.30 -0.03 -0.0005
H -0.127 -3.520 0.341 -0.14 -0.18 0.28 0.0066
O -1.296 -4.574 3.145 0.36 0.29 -0.04 0.0005
H -0.569 -5.175 3.338 -0.19 -0.13 -0.08 0.0001
H -0.932 -3.935 2.507 -0.04 -0.36 -0.14 0.0019
O 4.424 2.012 2.758 -0.20 -0.09 0.08 0.0002
H 5.100 1.520 2.283 -0.04 0.13 -0.10 -0.0001
H 3.623 1.475 2.666 0.21 -0.05 -0.01 0.0016
C -3.372 -2.270 -0.207 1.07 0.47 0.32 0.0015
C -3.419 -3.260 -1.344 0.66 -0.84 0.24 0.0000
C -2.390 -2.998 -2.434 -0.67 1.47 -0.68 0.0004
O -3.072 -4.582 -0.846 -0.69 0.26 0.14 0.0000
H -2.405 -2.289 0.313 0.07 -0.22 -0.19 -0.0011
H -4.088 -2.482 0.587 -0.32 0.21 -0.25 0.0000
H -3.430 -1.249 -0.595 -0.53 -0.02 0.17 0.0002
H -4.458 -3.259 -1.694 0.25 -0.23 -0.49 0.0000
H -2.429 -3.641 -3.311 -0.08 -0.54 0.39 0.0000
H -1.367 -2.925 -2.068 -0.02 -0.29 0.26 -0.0003
H -2.611 -2.010 -2.864 0.08 0.01 0.18 0.0000
H -3.789 -4.847 -0.253 0.27 -0.14 0.00 0.0000
C 1.785 -3.440 -2.626 -0.49 0.02 -0.98 -0.0069
C 1.223 -4.710 -3.297 0.74 -0.33 0.22 0.0008
C 2.322 -5.498 -4.048 -1.48 0.60 0.96 0.0001
O 0.663 -5.602 -2.338 0.05 0.53 -0.04 0.0000
H 1.292 -3.252 -1.674 0.17 -0.02 0.18 0.0103
H 1.541 -2.597 -3.278 0.08 0.08 0.19 -0.0003
H 2.872 -3.457 -2.553 -0.03 -0.11 0.37 -0.0006
H 0.459 -4.419 -4.032 -0.09 -0.03 0.13 0.0001
H 2.630 -4.874 -4.885 0.38 -0.41 -0.18 0.0000
H 1.824 -6.428 -4.316 0.38 -0.07 -0.53 0.0000
H 3.107 -5.716 -3.326 0.29 0.04 -0.24 0.0000
H 0.280 -5.045 -1.639 -0.08 -0.50 0.12 -0.0002
```
Forces are in eV/Å.

The calculation puts the frontier orbital gap (alpha / beta) at 5.6 / 5.5 eV. The largest force on an atom comes out at 4.07 eV/Å. The energy above the lowest of the compared OMol25 structures with the same formula, charge and spin is 0.6193 eV. As for the spin multiplicity: 4.